(1)
{"formula": "C15H28ILaN4O2Si", "method": "ωB97M-V/def2-TZVPD", "symbols": ["C", "I", "H", "H", "H", "C", "C", "N", "C", "N", "H", "H", "C", "C", "N", "H", "N", "H", "La", "C", "O", "C", "C", "H", "H", "H", "C", "H", "H", "H", "C", "H", "H", "H", "C", "H", "H", "H", "C", "Si", "C", "C", "O", "H", "H", "H", "H", "H", "H", "H", "H", "H"], "coordinates": [[-0.0406, -3.8756, -3.8981], [-0.5733, -1.9516, -2.9088], [0.6841, -4.4193, -3.2926], [0.3527, -3.5997, -4.8804], [-1.0008, -4.3923, -3.9576], [-3.1013, -0.9783, 2.0036], [-2.3439, -2.0939, 1.9926], [-1.7108, -2.1425, 0.7613], [-2.1787, -1.1116, -0.0294], [-2.9962, -0.3864, 0.7685], [-3.6889, -0.5352, 2.7980], [-2.2006, -2.8585, 2.7386], [3.1281, 1.9234, -2.3766], [1.6355, 0.3923, -1.6154], [1.8443, 1.7048, -1.9240], [4.7436, 0.4341, -2.7162], [2.8292, -0.2134, -1.9349], [3.4929, 2.8957, -2.6639], [0.7994, -1.1812, -0.0894], [-1.6854, -0.6233, -1.3083], [-1.9728, 0.4920, -1.7378], [3.7500, 0.7178, -2.4131], [3.0579, -1.6542, -1.8072], [3.3308, -1.9385, -0.7645], [3.8609, -1.9912, -2.4755], [2.1446, -2.2350, -2.1029], [0.8292, 2.7210, -1.7715], [0.8621, 3.4192, -2.6185], [0.9590, 3.2728, -0.8325], [-0.1515, 2.2364, -1.7447], [-3.7532, 0.8113, 0.4339], [-4.8331, 0.5901, 0.4518], [-3.4640, 1.1654, -0.5552], [-3.5532, 1.5853, 1.1869], [-0.9113, -3.3096, 0.3832], [-0.7596, -3.3435, -0.7144], [-1.4172, -4.2360, 0.6963], [0.0653, -3.2945, 0.9308], [-0.5129, 0.9807, 3.9593], [0.3180, 1.6429, 2.4135], [-0.7069, 3.0218, 1.6456], [2.0486, 2.2803, 2.7725], [0.4204, 0.3930, 1.3413], [-0.8062, 1.7832, 4.6478], [0.1681, 0.3053, 4.4964], [-1.4143, 0.4089, 3.7056], [-0.8991, 3.8181, 2.3789], [-0.1966, 3.4801, 0.7888], [-1.6765, 2.6491, 1.2929], [2.6786, 1.4849, 3.1921], [2.5295, 2.6503, 1.8576], [2.0163, 3.1051, 3.4953]], "atomic_forces_ev_per_a": [[0.680, -0.197, -1.370], [-0.841, -0.845, 0.852], [0.026, -0.037, -0.066], [0.077, -0.638, -0.205], [0.166, -0.029, -0.075], [-0.057, -0.448, 0.189], [-0.464, 0.259, 0.781], [1.858, -2.331, 0.614], [1.603, 1.214, -5.252], [-1.733, 2.303, 1.929], [0.022, -0.182, -0.152], [0.107, 0.150, -0.012], [0.056, -0.421, -0.256], [1.937, 2.172, -2.085], [0.158, -0.880, 0.109], [-0.070, 0.029, 0.039], [-0.102, 0.814, -0.515], [-0.091, -0.055, 0.039], [-2.168, -1.484, 1.740], [1.322, -3.009, 3.491], [-1.354, 3.929, -1.490], [-0.361, -0.192, 0.378], [-0.099, -0.533, -0.324], [0.251, 0.088, -0.206], [-0.214, 0.249, 0.334], [0.694, 0.518, -0.086], [-0.459, 0.314, 0.155], [0.061, -0.201, 0.195], [0.155, -0.089, -0.261], [0.063, -0.097, -0.031], [-0.002, -0.401, 0.242], [-0.021, 0.010, -0.022], [0.135, -0.150, 0.120], [-0.088, -0.054, -0.132], [-0.864, 0.057, 0.385], [-0.065, -0.040, 0.536], [0.100, 0.071, -0.181], [-0.393, -0.599, -0.195], [-0.039, 0.167, 0.370], [0.090, -1.278, -1.172], [-0.139, 0.306, 0.199], [-0.067, 0.158, 0.254], [0.000, 1.415, 1.227], [0.043, -0.048, 0.018], [-0.124, 0.111, -0.150], [0.204, 0.104, -0.084], [0.008, -0.042, -0.091], [-0.111, -0.138, 0.235], [0.237, -0.012, 0.034], [-0.118, 0.117, -0.157], [-0.082, -0.125, 0.127], [0.074, -0.001, -0.023]], "spin_multiplicity": 1, "lumo_energy_ev": [4.3, 4.3], "e_above_lowest_kcal_mol": 26.43, "e_homo_ev": [2.25, 2.25], "largest_force_ev_per_a": 5.62, "orbital_gap_ev": [2.06, 2.06], "total_charge": -2, "total_energy_ev": -42896.322}



(2)
{"formula": "C37H71F21O23", "method": "ωB97M-V/def2-TZVPD", "symbols": ["C", "O", "H", "H", "H", "H", "C", "O", "H", "H", "H", "H", "C", "O", "H", "H", "H", "H", "C", "O", "H", "H", "H", "H", "C", "O", "H", "H", "H", "H", "C", "O", "H", "H", "H", "H", "C", "O", "H", "H", "H", "H", "C", "O", "H", "H", "H", "H", "C", "O", "H", "H", "H", "H", "C", "C", "O", "C", "O", "C", "F", "F", "F", "H", "H", "H", "H", "H", "C", "C", "O", "C", "O", "C", "F", "F", "F", "H", "H", "H", "H", "H", "C", "C", "O", "C", "O", "C", "F", "F", "F", "H", "H", "H", "H", "H", "C", "C", "O", "C", "O", "C", "F", "F", "F", "H", "H", "H", "H", "H", "C", "C", "O", "C", "O", "C", "F", "F", "F", "H", "H", "H", "H", "H", "C", "C", "O", "C", "O", "C", "F", "F", "F", "H", "H", "H", "H", "H", "C", "C", "O", "C", "O", "C", "F", "F", "F", "H", "H", "H", "H", "H"], "coordinates": [[-3.5440, 5.5792, 1.3227], [-3.6717, 4.5662, 2.3145], [-4.5243, 5.9581, 1.0100], [-2.9238, 6.4556, 1.6981], [-3.1074, 5.1614, 0.3940], [-4.5598, 4.5650, 2.6139], [2.9011, 4.3226, -1.5677], [1.6240, 3.7319, -1.5946], [3.5443, 3.8502, -0.8157], [3.4332, 4.1540, -2.5595], [3.0291, 5.4255, -1.5167], [1.2066, 4.0842, -0.7793], [3.3935, -3.8888, -2.2952], [2.9520, -2.5004, -2.2254], [2.8229, -4.3823, -3.1010], [4.4248, -3.8435, -2.5703], [3.1433, -4.4079, -1.3817], [2.0243, -2.5839, -2.4109], [3.2304, 2.9452, 2.8483], [2.4016, 2.7191, 1.6833], [3.4257, 4.0588, 2.9218], [2.6828, 2.7020, 3.7749], [4.1838, 2.4100, 2.6814], [2.0924, 1.7563, 1.6599], [-0.4856, 5.0307, 1.3658], [0.6740, 4.5788, 0.6662], [-1.2495, 4.2647, 1.1873], [-0.3412, 5.0302, 2.4852], [-0.7395, 6.0535, 1.0722], [1.0951, 3.8284, 1.0927], [-3.8669, 4.2107, -2.5404], [-2.8161, 4.7818, -1.7955], [-4.7926, 4.6170, -2.1586], [-3.7991, 4.4856, -3.5810], [-3.7927, 3.1258, -2.4896], [-1.9465, 4.4252, -2.1412], [-1.2904, 1.5958, 3.0515], [-2.2137, 2.2016, 2.1653], [-1.0587, 0.6220, 2.6449], [-0.3193, 2.1253, 3.2384], [-1.7567, 1.4034, 4.0764], [-2.6490, 2.9994, 2.4466], [4.6694, 0.7200, -2.6418], [3.9943, -0.1644, -3.4800], [4.3102, 0.6095, -1.6286], [5.7318, 0.6571, -2.7334], [4.3288, 1.7277, -3.0147], [3.9691, -1.0080, -3.0204], [-0.3482, 4.2104, -4.5866], [-0.5981, 3.7630, -3.2610], [-1.2574, 4.4088, -5.1048], [0.2097, 5.1348, -4.5523], [0.1885, 3.4761, -5.2163], [0.2541, 3.7539, -2.7456], [-1.0078, 7.6780, -2.0839], [-2.3795, 8.3632, -1.9615], [-2.2864, 9.8031, -1.9061], [-2.3581, 10.3183, -0.7108], [-2.6948, 9.7295, 0.2538], [-2.0752, 11.8654, -0.6681], [-2.7956, 12.4596, -1.6888], [-2.4077, 12.4623, 0.5131], [-0.7675, 12.1552, -0.8187], [-0.4262, 7.7142, -1.2029], [-0.4496, 8.2986, -2.8127], [-1.1001, 6.6914, -2.5608], [-2.8287, 8.0078, -1.0150], [-2.9995, 8.1447, -2.8018], [-0.8494, 0.9649, -1.4229], [0.3050, 0.2007, -2.0280], [0.1432, -1.1767, -1.6325], [0.6656, -1.4910, -0.4850], [1.3359, -0.7066, 0.2084], [0.2248, -2.8373, 0.0199], [0.2745, -3.7512, -0.8931], [0.9793, -3.1597, 1.0701], [-1.0990, -2.7358, 0.4316], [-1.0555, 1.9371, -1.8966], [-0.7091, 1.1984, -0.3719], [-1.8460, 0.3821, -1.4869], [1.2987, 0.5465, -1.7511], [0.2654, 0.1470, -3.1745], [4.0037, -1.0743, 2.2372], [4.1191, -2.5477, 1.9116], [5.2238, -3.0315, 2.7063], [5.6600, -4.2340, 2.2759], [5.2524, -4.9134, 1.3913], [6.6795, -4.8249, 3.2616], [7.7731, -5.0746, 2.5211], [7.0141, -4.0238, 4.2483], [6.1369, -5.9408, 3.7724], [3.6486, -1.0014, 3.2716], [3.2979, -0.6021, 1.4950], [4.9405, -0.5708, 2.1521], [4.3005, -2.7678, 0.8433], [3.2493, -3.0651, 2.2507], [-2.9981, -5.2832, -3.2215], [-3.6141, -5.6559, -1.9133], [-3.6612, -7.1041, -1.9656], [-3.4281, -7.8069, -0.8941], [-3.0517, -7.4051, 0.1809], [-3.5407, -9.3297, -1.0994], [-4.7845, -9.5971, -1.4127], [-2.7033, -9.7863, -2.0355], [-3.1505, -9.9668, 0.0349], [-3.5873, -5.7285, -4.0596], [-1.9163, -5.4774, -3.2816], [-3.1957, -4.2117, -3.3065], [-4.6470, -5.2919, -1.8942], [-3.0311, -5.4419, -1.0228], [1.6413, -0.7175, -5.3675], [0.2873, -1.3584, -5.6361], [-0.6602, -0.2079, -5.6476], [-1.9439, -0.6065, -5.4745], [-2.3273, -1.7160, -5.3619], [-2.8964, 0.5958, -5.1738], [-4.0739, 0.2597, -5.6797], [-2.9394, 0.7305, -3.8676], [-2.4538, 1.7164, -5.7351], [1.8199, -0.4926, -4.3008], [1.7152, 0.1734, -6.0011], [2.4084, -1.4130, -5.7226], [-0.0650, -2.1659, -5.0030], [0.3910, -1.7529, -6.6460], [-0.7796, -9.3408, 3.2616], [-0.8673, -8.2339, 2.2539], [-1.7836, -7.2496, 2.8300], [-1.6213, -6.0108, 2.5119], [-0.7960, -5.5447, 1.7069], [-2.7598, -5.1544, 3.1917], [-2.9830, -5.4423, 4.5037], [-2.4979, -3.8756, 3.1078], [-3.9478, -5.3909, 2.5469], [-1.8618, -9.4716, 3.5989], [-0.3463, -9.0598, 4.2115], [-0.3304, -10.1962, 2.8245], [-1.2619, -8.5935, 1.2984], [0.0457, -7.7166, 2.0723], [1.3607, -3.0144, 5.2216], [0.1882, -2.0854, 5.1918], [0.4672, -0.7038, 5.8424], [0.3624, -0.7590, 7.1571], [0.1018, -1.6732, 7.9065], [0.5852, 0.6058, 7.8583], [0.5077, 1.6734, 7.0169], [-0.3043, 0.7603, 8.8626], [1.7767, 0.5843, 8.4470], [1.1263, -3.8567, 4.5753], [1.4252, -3.2873, 6.3110], [2.2714, -2.5626, 4.8853], [-0.6074, -2.5595, 5.7858], [-0.0091, -1.8450, 4.1601]], "atomic_forces_ev_per_a": [[0.427, 0.955, -0.722], [1.083, 0.086, -0.276], [0.062, 0.051, 0.291], [-0.745, -1.080, -0.382], [-0.030, 0.229, 0.694], [-1.121, -0.083, 0.520], [2.285, -0.100, -2.001], [0.179, 0.725, 0.028], [-0.199, 0.167, 0.096], [-0.787, -0.319, 0.967], [-1.013, -0.410, 0.560], [-0.578, -0.129, -0.118], [-1.259, 0.753, -0.819], [0.487, -0.964, 0.227], [0.406, 0.045, 0.146], [0.674, -0.383, 0.223], [0.473, -0.137, 0.417], [-0.742, 0.561, -0.179], [-0.160, 0.995, -0.393], [-0.576, -1.724, 0.312], [-0.143, -1.282, -0.399], [0.477, -0.349, -0.324], [-0.443, 0.229, 0.617], [0.757, 1.908, 0.133], [0.177, -1.123, 1.134], [0.018, 1.104, -0.112], [-0.295, 0.743, -0.090], [0.184, 0.122, -0.973], [0.021, -0.458, -0.265], [0.219, -0.334, 0.695], [0.676, -0.133, 0.018], [1.387, -0.025, -0.067], [-0.317, -0.245, 0.219], [-0.004, 0.177, -0.629], [-0.518, -0.187, 0.109], [-1.189, 0.417, 0.181], [-0.673, 0.308, 1.651], [0.971, -1.201, -0.660], [0.106, -0.254, -0.233], [-0.781, 0.015, -0.392], [0.562, 0.294, -1.122], [-0.127, 0.738, 0.666], [-1.426, 2.008, -0.745], [-0.014, -0.814, -0.395], [0.227, 0.075, 0.570], [0.861, -0.115, 0.149], [0.651, -0.660, 0.660], [-0.329, -0.399, -0.150], [0.846, -0.370, 0.131], [0.412, -0.177, 0.191], [-0.981, 0.096, -0.064], [0.349, 0.339, -0.167], [-0.016, 0.128, 0.497], [-0.497, 0.046, -0.501], [-0.450, 1.453, -2.450], [0.441, -1.350, 1.475], [0.870, 0.271, -0.997], [-0.336, 1.164, 0.010], [-0.109, -0.369, 1.999], [-0.202, 1.150, -0.194], [0.974, -0.516, 1.361], [-0.258, -1.094, -1.386], [-0.572, -0.426, -0.484], [0.365, -0.382, 1.156], [-0.026, -0.337, 0.153], [-0.057, 0.197, 0.675], [-0.202, 0.244, -0.803], [-0.406, -0.106, -0.490], [-1.892, 0.101, 0.009], [-0.521, 0.421, -2.213], [0.127, -1.035, -0.394], [1.534, 3.552, 1.918], [-1.391, -2.173, -1.236], [-1.386, 0.684, 1.888], [0.244, -1.369, -1.070], [-0.309, -0.332, -0.194], [1.514, -0.019, -0.320], [0.367, -0.469, -0.159], [0.214, -0.196, 0.233], [1.702, 0.693, -0.052], [-0.137, 0.096, 0.121], [-0.163, 0.258, 1.792], [-1.429, -0.072, -0.770], [0.580, 0.962, -0.453], [0.425, -1.296, -1.051], [-0.580, 0.515, 1.935], [-0.223, 0.209, -0.807], [-0.257, 0.296, -1.070], [0.163, -0.644, 0.568], [0.198, 0.199, 0.498], [0.668, 0.015, -0.098], [-0.068, 0.373, -0.264], [0.502, -0.455, 1.041], [0.783, 0.251, -0.053], [-0.090, 0.185, 0.551], [-0.683, -0.495, -0.030], [-0.412, 0.992, -0.641], [0.192, -0.902, -0.192], [-0.895, -1.055, -0.336], [1.369, 0.275, 1.305], [-0.452, 0.201, -0.407], [1.295, 0.257, 0.659], [-0.723, -0.869, -0.119], [-0.275, 0.153, -0.504], [-0.888, 0.336, -0.526], [0.742, 0.051, 0.642], [-0.523, -0.066, -0.091], [0.477, 0.159, -0.253], [0.233, -0.123, 0.454], [-0.133, 0.659, -0.010], [-0.133, -0.550, 0.501], [0.727, 1.312, -0.929], [-0.942, -1.583, 0.168], [1.384, 1.816, 0.603], [-0.514, -1.361, -0.189], [1.509, -1.460, -1.519], [-0.639, 0.571, 0.281], [-0.539, 0.440, 0.766], [-0.322, 0.389, 0.094], [0.058, 0.070, -0.789], [0.052, -0.051, 0.366], [0.065, 0.107, 0.279], [0.009, 0.275, 0.379], [-0.720, -0.037, -0.161], [-2.551, 0.925, 1.019], [-0.228, 0.080, 0.146], [-0.011, -0.798, 0.170], [1.229, 1.577, -2.259], [-2.158, -0.809, 2.366], [-0.964, -0.763, 0.060], [0.516, -0.099, -0.930], [0.257, 0.682, -0.134], [1.114, 0.107, 0.382], [1.223, -0.700, -0.758], [0.802, 0.203, -0.062], [0.219, -0.959, -0.103], [-0.184, 0.280, 0.289], [0.812, 0.263, -0.166], [-0.272, 0.030, 2.074], [0.229, 1.012, 0.376], [-0.231, -2.210, -0.137], [-0.542, 0.217, 1.131], [0.303, 0.167, -1.336], [-0.444, 0.501, 0.067], [0.077, -0.795, 0.772], [0.109, 0.136, -0.912], [0.553, 0.248, -0.250], [-0.012, -0.241, 0.181], [0.555, -0.357, -1.203], [0.554, 0.312, -0.180], [-0.120, 0.590, -0.657], [-0.771, 0.384, -0.050]], "spin_multiplicity": 1, "lumo_energy_ev": 0.2, "e_homo_ev": -9.97, "largest_force_ev_per_a": 4.32, "orbital_gap_ev": 10.21, "total_charge": 0, "total_energy_ev": -143677.335}